125
Properties=species:S:1:pos:R:3 method="wB97M-V/def2-TZVPD" total_energy_ev=-120744.9392 e_above_lowest_kcal_mol=9.0 charge=-1 homo_lumo_gap_ev=5.6
La 0.55 -0.13 -0.72
Cl -0.71 -2.51 -1.90
C -0.02 -3.73 -0.80
Cl 0.92 -2.86 0.42
H 0.65 -4.38 -1.36
H -0.83 -4.27 -0.31
C 0.44 0.89 -6.31
C -0.84 0.61 -5.52
C -0.74 -0.74 -4.81
C -1.22 1.78 -4.62
C -2.23 2.61 -5.07
C -2.66 3.71 -4.34
C -2.09 3.97 -3.12
C -1.07 3.17 -2.61
C -0.43 3.50 -1.29
C -1.40 4.06 -0.25
C 0.73 4.48 -1.51
C -0.62 2.07 -3.38
N 0.40 1.24 -2.89
C 1.61 1.42 -3.33
C 2.65 0.49 -3.19
C 3.92 0.62 -3.79
C 4.52 -0.62 -3.68
C 3.61 -1.46 -3.02
N 2.49 -0.79 -2.68
C 3.76 -2.95 -2.85
C 5.01 -3.47 -3.57
C 2.54 -3.64 -3.49
C 3.89 -3.32 -1.37
H 0.57 0.13 -7.08
H 1.31 0.86 -5.66
H 0.39 1.87 -6.78
H -1.66 0.53 -6.25
H 0.17 -0.81 -4.23
H -0.74 -1.54 -5.55
H -1.59 -0.89 -4.14
H -2.68 2.40 -6.03
H -3.44 4.35 -4.73
H -2.43 4.82 -2.54
H -0.02 2.57 -0.86
H -1.67 5.09 -0.47
H -0.92 4.04 0.73
H -2.30 3.46 -0.20
H 0.37 5.40 -1.97
H 1.49 4.04 -2.15
H 1.19 4.73 -0.56
H 1.84 2.30 -3.93
H 4.31 1.50 -4.25
H 5.50 -0.88 -4.05
H 4.98 -3.22 -4.63
H 5.07 -4.55 -3.47
H 5.92 -3.03 -3.14
H 2.56 -3.49 -4.56
H 1.62 -3.20 -3.11
H 2.54 -4.71 -3.29
H 4.85 -2.98 -0.99
H 3.83 -4.40 -1.23
H 3.11 -2.85 -0.79
C -0.39 -1.66 3.99
C 0.89 -0.97 3.52
P 0.65 0.65 2.59
C 2.23 1.51 2.97
C 3.46 0.92 3.23
C 4.62 1.68 3.24
C 4.57 3.04 2.99
C 3.35 3.65 2.72
C 2.20 2.89 2.70
C -0.34 1.44 3.93
C -1.66 1.80 3.73
C -2.43 2.27 4.78
C -1.88 2.40 6.04
C -0.55 2.07 6.24
C 0.22 1.61 5.20
C -1.31 -2.12 2.85
P -2.90 -1.12 2.84
C -3.77 -1.67 1.33
C -3.37 -2.67 0.46
C -4.11 -2.95 -0.67
C -5.26 -2.24 -0.95
C -5.68 -1.24 -0.09
C -4.94 -0.96 1.04
C -3.75 -2.31 4.02
C -4.30 -3.53 3.64
C -4.81 -4.40 4.58
C -4.78 -4.08 5.92
C -4.27 -2.85 6.32
C -3.76 -1.98 5.37
H -0.94 -0.97 4.64
H -0.11 -2.52 4.61
H 1.46 -1.64 2.87
H 1.50 -0.74 4.40
H 3.52 -0.14 3.45
H 5.57 1.21 3.46
H 5.48 3.63 2.97
H 3.31 4.70 2.51
H 1.24 3.34 2.47
H -2.09 1.68 2.74
H -3.47 2.53 4.61
H -2.49 2.73 6.87
H -0.11 2.19 7.23
H 1.26 1.36 5.37
H -1.52 -3.19 2.94
H -0.84 -1.91 1.90
H -2.48 -3.24 0.68
H -3.79 -3.74 -1.35
H -5.83 -2.46 -1.85
H -6.58 -0.69 -0.30
H -5.25 -0.17 1.73
H -4.34 -3.79 2.59
H -5.24 -5.35 4.26
H -5.18 -4.77 6.66
H -4.27 -2.59 7.37
H -3.37 -1.02 5.68
O -2.32 -0.09 -2.08
H -2.54 0.77 -2.45
H -2.48 -0.01 -1.11
O 3.17 -0.90 0.64
H 3.82 -0.68 -0.05
H 3.25 -0.19 1.29
N 4.80 5.11 -1.12
C 4.39 4.09 -0.77
N 4.05 2.92 -0.36
C 2.99 2.27 -0.32
N 2.09 1.53 -0.19
S -1.61 0.21 0.79